[1]
Formula: C8H14N2O4
Source: the Open Molecules 2025 dataset
Level of theory: ωB97M-V/def2-TZVPD

Structure (XYZ):
```
28
Properties=species:S:1:pos:R:3:forces:R:3
O 1.335927 -1.411126 2.186939 0.328 -0.327 -0.355
C 0.844789 -1.782681 1.153218 0.218 1.758 1.157
O -0.415969 -2.206338 1.127831 -0.140 -1.241 0.299
C 1.460689 -1.625042 -0.219764 0.673 -0.509 -0.834
C 2.477725 -0.478911 -0.417367 -0.936 0.650 1.932
O 3.135897 -0.463112 -1.664053 -0.315 0.747 0.231
N 0.342855 -1.516755 -1.165660 0.335 -2.640 -1.933
C -0.120198 -0.282165 -1.591523 0.929 1.997 0.282
O 0.278360 0.109429 -2.664981 -0.907 0.259 -0.385
C -0.966088 0.652932 -0.720517 -2.012 -1.173 0.415
C -0.355359 1.597863 0.264984 1.025 -0.067 0.584
C -1.569882 2.136947 0.983891 0.467 1.203 1.895
C -2.532065 0.968635 1.068130 -1.231 -0.136 -0.408
N -2.034972 0.000006 0.133255 0.982 -1.674 -1.802
H -0.599782 -2.510249 0.219223 -0.103 0.219 -0.086
H 1.970262 -2.582686 -0.405538 -0.196 0.102 -0.229
H 3.171912 -0.424676 0.439311 -0.072 -0.391 -0.350
H 1.802635 0.382035 -0.249625 0.668 0.214 -0.458
H 3.268376 0.491446 -1.865678 -0.091 -1.153 -0.072
H 0.611032 -1.982529 -2.073587 -0.168 0.639 1.366
H -1.503957 1.267638 -1.442287 0.086 -0.026 -0.301
H 0.324126 2.323860 -0.162945 -0.052 0.395 -0.116
H 0.185378 1.062980 1.043822 0.412 -0.349 -0.169
H -1.926387 3.074123 0.544362 -0.299 -0.347 0.012
H -1.279068 2.328973 2.042218 -0.099 0.532 -0.770
H -3.581092 1.198371 0.827822 0.273 0.460 -0.207
H -2.630572 0.541690 2.059241 0.469 -0.092 0.343
H -1.694573 -0.870658 0.549280 -0.245 0.953 -0.042
```
Positions in Å, forces in eV/Å.

Computed properties:
Energy relative to the best compared isomer or geometry (same formula, charge and spin) ... 192.8 kJ/mol
Molecular weight ... 202.21 g/mol
E ... -723.6783 Ha
SMILES ... O=C(O)[C@H](CO)NC(=O)[C@@H]1CCCN1
Highest occupied orbital energy ... -8.8 eV

Mulliken population analysis, charges in e, atoms 1 to 6: atom 1 (O): -0.56, atom 2 (C): 0.25, atom 3 (O): -0.61, atom 4 (C): 0.26, atom 5 (C): -0.39, atom 6 (O): -0.52

---

[2]
Formula: C8H14N3
Source: the Open Molecules 2025 dataset
Level of theory: ωB97M-V/def2-TZVPD

Structure (XYZ):
```
25
Properties=species:S:1:pos:R:3:forces:R:3
C -0.322001 0.608486 2.540562 -0.861 -1.595 0.457
C -0.120931 1.176948 1.144509 -0.504 0.861 0.217
N -1.397006 1.680432 0.756232 0.233 0.565 1.422
C -1.991221 1.647914 -0.324919 0.996 0.375 -3.316
C -1.421367 1.109038 -1.668537 -0.483 -2.080 0.728
C -0.983356 -0.368347 -1.572233 -0.236 1.316 1.914
N 0.227989 -0.512467 -0.774852 -2.845 -1.239 -2.639
C 1.012843 -1.679939 -1.068536 -0.241 -2.661 0.931
C 2.086096 -1.660407 0.008438 0.729 2.927 -2.547
N 1.723062 -0.398847 0.669680 2.087 -0.572 2.221
C 0.584760 0.102060 0.271758 0.619 2.023 2.323
H -1.060958 -0.247396 2.513779 0.980 0.670 0.070
H -0.760808 1.339857 3.255389 0.672 -0.294 -0.746
H 0.674230 0.268169 2.817013 -0.353 -0.164 0.950
H 0.485162 2.086968 1.454103 -0.059 -0.977 -1.518
H -2.831704 2.300116 -0.472006 -0.884 -0.128 0.381
H -2.140397 1.010454 -2.473799 -0.510 0.910 0.054
H -0.575710 1.676451 -2.015631 0.266 0.547 -0.099
H -1.738702 -0.989960 -1.093189 -0.298 0.013 -0.176
H -0.758161 -0.774598 -2.513951 0.220 -0.407 -1.357
H 1.506971 -1.557819 -1.986269 0.252 0.128 -1.524
H 0.453223 -2.681674 -1.103757 0.215 1.707 0.098
H 2.222467 -2.437350 0.660960 -0.169 -1.988 1.606
H 2.994955 -1.525809 -0.593705 0.290 -0.026 0.878
H 2.130566 -0.172278 1.568961 -0.116 0.089 -0.329
```
Positions in Å, forces in eV/Å.

Computed properties:
Energy relative to the best compared isomer or geometry (same formula, charge and spin) ... 212.3 kJ/mol
Molecular weight ... 152.22 g/mol
E ... -477.2160 Ha
SMILES ... C[C@@H]1N=CCCN2CC[NH+]=C12
Total charge ... +1
Highest occupied orbital energy ... -13.2 eV

Mulliken population analysis, charges in e, atoms 1 to 6: atom 1 (C): -1.30, atom 2 (C): 0.31, atom 3 (N): -0.43, atom 4 (C): -0.14, atom 5 (C): -0.78, atom 6 (C): -0.64

---

Question: Which of these has the highest E?
Answer: C8H14N3

---

Question: What is the molecular weight in the first record?
Answer: 202.21 g/mol

---

Question: The highest E belongs to which entry?
Answer: C8H14N3

---

Question: molecular weight of number 1 (C8H14N2O4)?
Answer: 202.21 g/mol